# 1
{
  "formula": "C5H12ClISi",
  "method": "wB97M-V/def2-TZVPD",
  "homo_ev": [-4.7955, -9.6598],
  "homo_lumo_gap_ev": [5.4, 6.5],
  "charge": 0,
  "spin_multiplicity": 3,
  "elements": ["C", "C", "C", "C", "C", "Si", "Cl", "I", "H", "H", "H", "H", "H", "H", "H", "H", "H", "H", "H", "H"],
  "coordinates": [[0.53, -2.71, 0.71], [-0.01, 2.70, -0.94], [1.10, -1.60, -0.15], [0.33, 1.28, -1.20], [-1.79, 0.10, 1.19], [0.50, 0.21, 0.41], [1.76, 0.79, 1.89], [-3.27, 0.14, -0.33], [-0.59, -2.99, 0.51], [1.29, -3.56, 0.56], [0.59, -2.42, 1.76], [0.83, 3.33, -0.56], [-0.15, 3.22, -2.01], [-0.92, 2.65, -0.47], [0.85, -1.57, -1.19], [2.16, -1.64, -0.04], [1.11, 0.99, -1.93], [-0.54, 0.87, -1.67], [-1.96, -0.81, 1.71], [-1.81, 1.02, 1.75]],
  "mulliken_charge": [-1.001, -1.159, -0.539, -0.501, -1.183, 0.531, -0.274, 0.010, 0.226, 0.314, 0.276, 0.302, 0.290, 0.312, 0.349, 0.359, 0.455, 0.278, 0.523, 0.431]
}

# 2
{
  "formula": "C5H12ClN5",
  "method": "wB97M-V/def2-TZVPD",
  "homo_ev": -16.1891,
  "homo_lumo_gap_ev": 7.4,
  "charge": 2,
  "relative_energy_kcal_mol": 66.6,
  "elements": ["C", "C", "C", "C", "C", "N", "N", "N", "N", "N", "Cl", "H", "H", "H", "H", "H", "H", "H", "H", "H", "H", "H", "H"],
  "coordinates": [[-1.54, 0.29, -1.61], [-1.93, -0.23, 0.67], [0.02, -1.00, -0.36], [3.26, -0.22, -0.51], [2.22, 1.43, 0.91], [-0.58, -0.53, 0.79], [-0.46, -0.52, -1.55], [-2.45, -0.16, -0.54], [-2.62, -0.37, 1.80], [2.35, 0.22, 0.27], [1.19, -2.24, -0.33], [-2.14, 0.35, -2.62], [4.20, 0.29, -0.75], [2.97, -1.20, -0.94], [-1.40, 1.63, -1.46], [1.17, 1.72, 0.53], [2.09, 1.37, 1.97], [3.00, 2.21, 0.63], [-0.23, -0.97, 1.66], [0.01, -0.90, -2.35], [-3.49, -0.24, -0.71], [-2.09, -0.74, 2.60], [-3.55, -0.19, 1.90]],
  "mulliken_charge": [-0.520, 0.690, 0.074, -0.164, -0.724, -0.131, 0.044, -0.235, -0.280, -0.177, 0.019, 0.431, 0.301, 0.147, 0.323, 0.186, 0.284, 0.335, 0.376, 0.287, 0.314, 0.213, 0.207]
}

# 3
{
  "formula": "C5H12ClP",
  "method": "wB97M-V/def2-TZVPD",
  "homo_ev": [-7.6374, -7.9565],
  "homo_lumo_gap_ev": [6.9, 8.3],
  "charge": 0,
  "relative_energy_kcal_mol": 113.3,
  "elements": ["C", "C", "C", "C", "C", "P", "Cl", "H", "H", "H", "H", "H", "H", "H", "H", "H", "H", "H", "H"],
  "coordinates": [[0.34, -1.10, 1.04], [0.33, -0.55, -1.40], [1.96, 0.60, 0.18], [-0.34, 1.26, 0.31], [0.43, 0.08, 0.09], [-3.06, 0.37, -0.89], [-3.57, -0.74, 0.60], [0.89, -1.03, 1.94], [0.73, -2.04, 0.73], [-0.67, -1.55, 1.31], [0.10, 0.12, -2.18], [-0.53, -1.14, -1.38], [1.07, -1.24, -1.63], [2.08, 1.20, 1.02], [2.41, -0.41, 0.20], [2.17, 1.13, -0.69], [-0.85, 1.45, 1.38], [-0.53, 1.99, -0.44], [-2.97, 1.60, -0.18]],
  "mulliken_charge": [-1.542, -1.841, -1.609, -1.549, 2.013, 0.125, -0.155, 0.453, 0.457, 0.190, 0.449, 0.474, 0.468, 0.435, 0.385, 0.455, 0.220, 0.527, 0.044]
}